Computed, not measured: a structure of composition C34H37MoN4O4S3, with the ωB97M-V functional and the def2-TZVPD basis.

Geometry (Å):
Mo  -0.35  0.54  -0.40
O  -1.02  2.72  -5.39
C  -0.65  1.46  -5.66
C  -0.36  1.14  -6.99
C  0.03  -0.14  -7.34
C  0.14  -1.14  -6.37
C  -0.14  -0.82  -5.05
C  -0.54  0.46  -4.68
C  -0.81  0.74  -3.26
O  -0.68  -0.23  -2.39
N  -1.18  1.94  -2.90
N  -1.38  1.94  -1.51
C  -2.58  2.36  -1.09
C  -3.14  1.66  0.00
C  -4.39  1.96  0.59
C  -4.92  1.11  1.51
C  -4.23  -0.07  1.86
C  -3.00  -0.29  1.28
N  -2.44  0.54  0.39
H  -1.17  2.78  -4.42
H  -0.45  1.92  -7.74
H  0.25  -0.37  -8.37
H  0.44  -2.14  -6.64
H  -0.07  -1.57  -4.27
H  -3.15  3.07  -1.67
H  -4.91  2.86  0.29
H  -5.89  1.32  1.96
H  -4.62  -0.77  2.58
H  -2.41  -1.16  1.53
O  1.92  -2.27  3.24
S  1.12  -2.71  4.42
C  0.05  -4.06  3.84
C  -0.49  -3.83  2.43
C  0.46  -4.35  1.36
C  -0.08  -4.19  -0.06
S  0.17  -2.61  -0.90
O  -0.34  -1.57  0.11
C  1.94  -2.50  -0.87
C  2.62  -2.92  -2.00
C  4.01  -2.84  -2.01
C  4.68  -2.32  -0.91
C  3.98  -1.89  0.20
C  2.60  -1.97  0.23
C  -0.17  -1.50  4.67
C  -0.38  -0.52  3.72
C  -1.40  0.41  3.92
C  -2.19  0.34  5.06
C  -1.95  -0.64  6.02
C  -0.94  -1.56  5.83
H  -0.74  -4.15  4.58
H  0.67  -4.96  3.88
H  -0.69  -2.77  2.27
H  -1.45  -4.34  2.34
H  0.62  -5.42  1.52
H  1.43  -3.87  1.46
H  -1.16  -4.34  -0.11
H  0.38  -4.90  -0.75
H  2.08  -3.29  -2.86
H  4.56  -3.16  -2.89
H  5.76  -2.25  -0.93
H  4.50  -1.48  1.06
H  2.04  -1.63  1.09
H  0.24  -0.48  2.83
H  -1.59  1.17  3.17
H  -2.98  1.06  5.21
H  -2.55  -0.68  6.92
H  -0.74  -2.32  6.57
S  2.69  0.79  -2.18
C  1.38  0.70  -1.37
C  2.65  1.69  1.78
C  1.34  2.42  1.44
C  0.71  2.98  2.71
C  1.59  3.56  0.45
N  0.43  1.47  0.84
H  3.35  2.38  2.26
H  3.11  1.30  0.87
H  2.46  0.86  2.46
H  1.34  3.77  3.12
H  0.61  2.20  3.47
H  -0.28  3.40  2.50
H  2.26  4.30  0.89
H  0.64  4.05  0.20
H  2.03  3.19  -0.47

The LUMO energy (alpha / beta) is 0.239 / -0.139 eV. As for the HOMO-LUMO gap (alpha / beta): 6.04 / 7.16 eV. The spin multiplicity is 2. The energy above the lowest of the compared OMol25 structures with the same formula, charge and spin is 0.0 kcal per mole. As for the total charge: 0.

---

Computed, not measured: a structure of composition C34H37MoN7O5S2 in a non-equilibrium geometry, with the ωB97M-V functional and the def2-TZVPD basis.

Geometry (Å):
Mo  -0.17  -0.04  0.43
C  0.97  3.57  2.79
C  1.20  2.30  2.02
N  0.17  1.69  1.52
N  -1.05  2.29  1.72
C  -1.68  2.32  0.59
S  -1.03  1.66  -0.94
S  -3.30  2.98  0.63
C  -3.19  4.13  -0.78
C  -2.36  5.32  -0.45
C  -1.00  5.34  -0.76
C  -0.22  6.43  -0.42
C  -0.79  7.51  0.23
C  -2.14  7.51  0.53
C  -2.92  6.42  0.19
C  2.54  1.77  1.77
C  3.69  2.38  2.29
C  4.95  1.90  2.01
C  5.12  0.80  1.19
C  4.02  0.16  0.65
C  2.73  0.64  0.94
O  1.71  -0.05  0.39
H  0.68  4.36  2.09
H  1.84  3.90  3.34
H  0.13  3.44  3.47
H  -4.23  4.40  -0.96
H  -2.83  3.60  -1.66
H  -0.56  4.50  -1.29
H  0.83  6.44  -0.68
H  -0.18  8.37  0.49
H  -2.59  8.36  1.02
H  -3.97  6.42  0.42
H  3.61  3.25  2.92
H  5.81  2.40  2.42
H  6.11  0.43  0.96
H  4.12  -0.70  0.00
O  -3.75  -2.13  0.71
C  -3.05  -1.48  -0.05
O  -2.02  -0.78  0.26
C  -3.39  -1.43  -1.55
N  -4.65  -2.24  -1.70
C  -4.35  -3.43  -2.58
C  -2.85  -3.58  -2.45
C  -2.36  -2.14  -2.43
H  -3.58  -0.39  -1.83
H  -5.43  -1.68  -2.05
H  -4.89  -2.55  -0.72
H  -4.64  -3.15  -3.60
H  -4.96  -4.27  -2.25
H  -2.44  -4.15  -3.27
H  -2.60  -4.09  -1.52
H  -2.38  -1.71  -3.43
H  -1.35  -2.04  -2.03
C  -0.31  -4.56  0.83
C  -0.54  -3.20  0.92
N  0.26  -2.31  0.32
C  1.27  -2.74  -0.43
C  1.53  -4.09  -0.65
C  0.74  -5.01  0.03
C  2.61  -4.55  -1.52
C  3.08  -4.01  -2.65
C  2.62  -2.85  -3.43
C  3.41  -2.39  -4.48
C  2.93  -1.31  -5.21
N  1.76  -0.74  -4.94
C  1.09  -1.27  -3.94
N  1.43  -2.28  -3.17
H  -0.95  -5.24  1.36
H  -1.36  -2.79  1.51
H  1.90  -1.98  -0.87
H  0.93  -6.07  -0.06
H  3.07  -5.47  -1.20
H  3.92  -4.52  -3.10
H  4.35  -2.85  -4.72
H  3.50  -0.90  -6.03
H  0.13  -0.80  -3.72
N  0.99  -1.59  5.73
C  0.97  -0.81  4.50
C  -0.19  -1.29  3.64
O  -0.79  -2.35  4.08
O  -0.55  -0.73  2.61
H  0.57  -1.09  6.51
H  1.92  -1.88  6.00
H  -0.34  -2.58  4.94
H  1.88  -0.98  3.92
H  0.86  0.27  4.63

The LUMO energy is -6.291 eV. As for the HOMO-LUMO gap: 6.57 eV. The energy above the lowest of the compared OMol25 structures with the same formula, charge and spin is 34.7 kcal per mole. As for the total charge: +2.

---

Computed, not measured: a structure of composition C34H38AsBrCeO2PS in a non-equilibrium geometry, with the ωB97M-V functional and the def2-TZVPD basis.

Geometry (Å):
Ce  11.64  10.53  11.75
Br  12.10  10.81  14.71
C  11.73  9.14  15.33
C  11.94  8.70  16.57
C  11.72  7.30  16.85
C  11.20  6.43  15.91
C  10.86  6.94  14.65
C  10.31  6.08  13.66
C  9.98  6.56  12.44
C  10.31  7.94  12.06
C  10.90  8.75  12.94
C  11.14  8.33  14.32
H  12.35  9.30  17.34
H  11.93  6.92  17.84
H  11.12  5.36  16.10
H  10.14  5.03  13.94
H  9.57  5.78  11.79
H  10.08  8.17  11.04
C  12.10  9.57  7.08
P  12.02  10.43  8.71
C  12.51  12.17  8.31
C  13.68  12.78  8.68
C  13.96  14.12  8.31
C  13.12  14.83  7.50
C  11.88  14.23  7.14
C  11.66  12.93  7.48
C  10.27  10.48  9.10
C  9.57  11.71  9.39
C  8.19  11.74  9.39
C  7.43  10.60  9.18
C  8.05  9.33  9.03
C  9.43  9.30  8.95
H  11.77  8.50  7.12
H  13.09  9.62  6.75
H  11.52  10.15  6.40
H  14.47  12.31  9.22
H  14.97  14.55  8.50
H  13.41  15.81  7.23
H  11.19  14.84  6.55
H  10.74  12.44  7.10
H  10.14  12.67  9.48
H  7.64  12.60  9.67
H  6.29  10.63  9.20
H  7.45  8.41  8.94
H  9.99  8.35  8.88
C  8.61  14.45  12.08
As  10.53  14.25  12.22
C  11.55  15.04  10.84
C  11.13  15.20  13.77
O  10.97  12.59  12.39
H  8.39  15.50  12.04
H  8.13  14.02  12.96
H  8.27  13.96  11.20
H  11.06  15.19  9.90
H  12.32  14.34  10.53
H  11.93  16.00  11.14
H  10.91  14.64  14.63
H  10.53  16.12  13.73
H  12.20  15.55  13.63
C  20.01  11.84  10.32
C  18.71  11.23  10.77
C  17.63  10.91  9.89
C  16.52  10.29  10.39
C  16.32  10.05  11.77
C  17.37  10.36  12.67
C  18.58  10.84  12.11
S  14.89  9.29  12.48
C  14.86  7.55  11.98
O  13.72  9.94  11.73
H  19.98  12.13  9.29
H  20.86  11.32  10.65
H  20.00  12.79  10.87
H  17.73  11.03  8.86
H  15.78  10.04  9.66
H  17.22  10.09  13.76
H  19.40  10.96  12.77
H  14.87  7.57  10.89
H  13.90  7.20  12.39
H  15.70  6.99  12.46

The LUMO energy (alpha / beta) is -9.888 / -9.863 eV. As for the HOMO-LUMO gap (alpha / beta): 6.13 / 6.16 eV. The energy above the lowest of the compared OMol25 structures with the same formula, charge and spin is 26.6 kcal per mole. As for the total charge: +3.